Molecular formula: C24H58BaP2Si4
Method: DFT, ωB97M-V/def2-TZVPD

The HOMO-LUMO gap (spin up / spin down) comes out at 3.741 / 3.979 eV. Its energy above the lowest of the compared OMol25 structures with the same formula, charge and spin is 28.5 kcal per mole. As for the HOMO energy (spin up / spin down): -4.64 / -5.03 eV. For the largest force on an atom, the calculation gives 2.72 eV/A. Its spin multiplicity is 1.

The geometry in XYZ format:
```
89
Properties=species:S:1:pos:R:3:lowdin_charge:R:1
P 1.035 -2.648 -1.403 0.8750
P 0.598 1.376 -0.905 0.8904
C 1.084 -1.188 -2.583 -0.4507
C 1.493 0.200 -2.039 -0.4342
H 0.249 -1.206 -3.316 -0.0435
H 1.927 -1.474 -3.233 0.0568
H 2.459 0.107 -1.497 0.0787
H 1.783 0.796 -2.911 0.0422
C -1.001 1.847 -1.749 -0.2959
H -1.732 2.136 -0.982 0.0193
H -1.454 1.040 -2.350 -0.0766
H -0.866 2.717 -2.407 0.0408
C 1.576 2.823 -1.509 -0.3139
H 1.201 3.128 -2.500 0.0324
H 2.644 2.563 -1.597 0.0459
H 1.461 3.653 -0.799 0.0299
C -0.203 -3.871 -2.145 -0.3301
H -0.309 -4.658 -1.363 0.0459
H 0.088 -4.408 -3.073 0.0255
H -1.234 -3.487 -2.276 -0.0591
C 2.484 -3.540 -2.115 -0.3331
H 3.314 -2.840 -2.181 0.0282
H 2.297 -3.998 -3.096 0.0213
H 2.733 -4.326 -1.385 0.0348
Ba -2.267 -1.236 -3.396 1.7534
C -0.081 0.552 -5.036 -0.2113
C -1.423 0.651 -4.993 -0.4370
C -2.335 -0.088 -5.970 -0.3073
C -1.999 -1.618 -6.293 -0.2370
C -1.170 -2.478 -5.329 -0.4132
C 0.185 -2.464 -5.288 -0.1807
C 1.076 -1.563 -6.073 -0.1792
C 0.696 -0.045 -6.172 -0.1814
C -0.872 -1.866 0.612 -0.1900
H 0.557 1.173 -4.379 0.0913
H -1.926 1.434 -4.368 0.0836
H -2.366 0.450 -6.931 0.1154
H -3.386 -0.018 -5.609 0.0676
H -2.971 -2.139 -6.440 0.1076
H -1.520 -1.589 -7.285 0.1148
H -1.677 -3.376 -4.935 0.0839
H 0.728 -3.304 -4.812 0.0993
H 1.177 -1.945 -7.113 0.1268
H 2.108 -1.622 -5.666 0.1083
H 1.664 0.498 -6.254 0.1167
H 0.184 0.117 -7.138 0.1080
H -0.111 -1.080 0.776 -0.1474
H -0.560 -2.921 0.539 -0.1182
H -1.881 -1.664 0.979 -0.1232
C 3.379 0.464 3.300 -0.2359
Si 1.980 1.680 3.651 0.2961
C 2.179 2.325 5.416 -0.2276
C 2.092 3.141 2.472 -0.2338
Si 0.011 0.460 3.281 0.5264
Si -0.321 -0.671 5.295 0.2916
C -0.521 0.389 6.845 -0.2117
C -1.902 -1.680 5.093 -0.2334
C 1.155 -1.810 5.566 -0.2335
Si -1.854 1.822 2.994 0.2959
C -2.442 2.507 4.644 -0.2310
C -1.472 3.246 1.839 -0.2335
C -3.256 0.795 2.248 -0.2222
H 4.330 0.899 3.639 0.0269
H 3.456 0.274 2.221 0.0243
H 3.239 -0.499 3.809 0.0074
H 3.097 2.933 5.449 0.0293
H 1.336 2.964 5.716 0.0255
H 2.282 1.513 6.149 0.0164
H 1.832 2.858 1.443 -0.0173
H 1.444 3.971 2.783 0.0208
H 3.131 3.502 2.476 0.0299
H -1.416 1.022 6.813 0.0079
H -0.628 -0.294 7.703 0.0313
H 0.344 1.034 7.041 0.0049
H -1.787 -2.442 4.311 0.0280
H -2.115 -2.191 6.044 0.0248
H -2.768 -1.054 4.840 0.0159
H 1.172 -2.604 4.807 0.0330
H 2.114 -1.278 5.530 0.0051
H 1.063 -2.283 6.554 0.0265
H -1.629 3.011 5.181 0.0255
H -3.225 3.249 4.433 0.0299
H -2.866 1.736 5.299 0.0174
H -0.941 2.920 0.938 -0.0252
H -2.423 3.704 1.537 0.0310
H -0.868 4.011 2.340 0.0195
H -3.578 1.224 1.288 0.0176
H -2.961 -0.246 2.073 -0.0092
H -4.119 0.800 2.927 0.0249
```